{"formula": "C4H6ClN3O2", "method": "ωB97M-V/def2-TZVPD", "lumo_ha": [-0.0241, -0.0241], "fmax_ev_per_a": 6.37, "orbital_gap_ha": [0.28612, 0.28609], "homo_ev": [-8.44, -8.44], "smiles": "[H]/N=C(C)/C(Cl)=C(/N)[N+](=O)[O-]", "elements": ["H", "N", "C", "C", "C", "Cl", "C", "N", "N", "O", "O", "H", "H", "H", "H", "H"], "coordinates": [[-0.8197, 2.3036, 1.2394], [-0.2573, 1.5820, 0.8028], [-0.9896, 0.6817, 0.2438], [-2.3537, 0.7060, -0.3396], [-0.3420, -0.5957, -0.0679], [-1.1652, -2.1423, -0.0064], [1.1280, -0.7081, -0.0428], [1.8725, -1.8501, -0.0349], [1.9348, 0.4875, -0.1839], [1.5432, 1.3772, -0.8913], [2.9583, 0.4992, 0.4267], [-2.1470, 0.5170, -1.4487], [-2.8217, -0.1883, 0.0493], [-2.8672, 1.6724, -0.3780], [1.3944, -2.6242, 0.3865], [2.9323, -1.7178, 0.2449]]}